C11H18AuCl2P2 | ωB97M-V with the def2-TZVPD basis set

Its multiplicity is 3. For the gap between HOMO and LUMO (spin up / spin down), the calculation gives 7.4 / 5.9 eV. For the energy relative to the best compared isomer or geometry (same formula, charge and spin), the calculation gives 0.0 kJ/mol. The LUMO energy (spin up / spin down) comes out at -11.0813 / -14.8417 eV. The total charge is +3.

```
34
C11H18AuCl2P2, DFT ωB97M-V with the def2-TZVPD basis set
Au -0.233 -0.219 0.114
C -3.031 0.718 -2.304
P -1.372 1.131 -1.705
C -1.337 2.890 -1.298
C -0.178 0.823 -3.062
C 0.004 1.777 -4.033
C 0.936 1.542 -5.070
C 1.760 0.382 -5.075
C 1.566 -0.584 -4.116
C 0.618 -0.377 -3.095
P 0.462 -1.606 -1.751
C 1.979 -2.566 -1.605
C -0.856 -2.738 -2.286
H -3.268 1.404 -3.122
H -3.753 0.869 -1.499
H -3.108 -0.306 -2.664
H -1.746 3.491 -2.114
H -0.318 3.206 -1.075
H -1.964 3.050 -0.418
H -0.583 2.686 -4.047
H 0.979 2.230 -5.910
H 2.520 0.248 -5.836
H 2.151 -1.494 -4.151
H 2.857 -1.932 -1.480
H 2.102 -3.211 -2.479
H 1.879 -3.210 -0.728
H -0.582 -3.157 -3.257
H -1.819 -2.238 -2.362
H -0.928 -3.544 -1.553
Cl 1.464 -0.935 2.107
C 0.915 0.420 3.103
Cl -0.603 1.018 2.411
H 1.654 1.213 3.087
H 0.723 0.081 4.117
```

C13H34IN4O8S2 | ωB97M-V with the def2-TZVPD basis set

For the gap between HOMO and LUMO, the calculation gives 7.7 eV. The LUMO energy comes out at 1.8981 eV. The total charge is -1.

```
62
C13H34IN4O8S2, DFT ωB97M-V with the def2-TZVPD basis set
N 1.203 1.795 5.170
C 2.562 2.253 5.102
S 2.835 3.938 5.791
O 3.478 4.745 4.708
O 1.486 4.498 6.083
N 3.904 3.932 7.080
S 3.163 3.298 8.434
O 4.200 3.259 9.507
O 2.642 1.917 8.177
I 1.409 4.733 9.290
H 0.989 1.364 6.053
H 0.547 2.514 4.919
H 2.825 2.330 4.033
H 3.244 1.503 5.511
C 2.198 0.884 -2.310
O 1.280 0.535 -1.292
C 1.052 -0.867 -1.178
C 1.669 -1.420 0.097
N 3.128 -1.424 0.029
C 3.786 -1.693 1.309
C 3.562 -0.707 2.458
O 4.140 0.568 2.249
C 3.347 1.472 1.497
H 2.153 1.965 -2.441
H 3.223 0.616 -2.034
H 1.937 0.407 -3.260
H 1.404 -1.409 -2.060
H -0.031 -1.002 -1.122
H 1.318 -2.446 0.249
H 1.305 -0.808 0.930
H 3.444 -0.525 -0.306
H 4.860 -1.725 1.106
H 3.501 -2.696 1.642
H 4.071 -1.118 3.335
H 2.508 -0.615 2.739
H 2.277 1.320 1.656
H 3.587 1.400 0.433
H 3.601 2.485 1.815
C -6.098 -3.383 -3.459
O -5.662 -2.817 -4.682
C -6.081 -1.470 -4.875
C -4.908 -0.509 -4.771
N -4.421 -0.409 -3.398
C -3.141 0.288 -3.266
C -1.915 -0.318 -3.955
O -1.483 -1.548 -3.398
C -2.158 -2.698 -3.881
H -5.895 -4.453 -3.497
H -5.556 -2.962 -2.607
H -7.173 -3.239 -3.317
H -6.886 -1.194 -4.188
H -6.482 -1.412 -5.892
H -5.226 0.482 -5.107
H -4.129 -0.868 -5.453
H -4.317 -1.339 -3.018
H -2.924 0.342 -2.197
H -3.267 1.318 -3.612
H -1.087 0.379 -3.800
H -2.038 -0.404 -5.040
H -2.468 -2.590 -4.923
H -3.019 -2.932 -3.252
H -1.469 -3.541 -3.811
```

C30H48F15NO11 | ωB97M-V with the def2-TZVPD basis set

For the gap between HOMO and LUMO, the calculation gives 6.7 eV. For the energy relative to the best compared isomer or geometry (same formula, charge and spin), the calculation gives 207.1 kJ/mol. The LUMO energy comes out at 0.0247 eV. The total charge is 0.

```
105
C30H48F15NO11, DFT ωB97M-V with the def2-TZVPD basis set
C 1.049 -4.317 -0.257
C 2.426 -3.833 0.020
C 2.352 -2.473 0.875
N 3.676 -1.671 0.964
C 4.028 -0.983 -0.272
C 5.217 -0.057 -0.094
C 4.898 1.046 0.835
C 4.616 0.499 2.254
C 3.577 -0.637 2.131
C 4.750 -2.723 1.324
H 1.029 -5.141 -0.858
H 0.527 -3.543 -0.895
H 0.552 -4.492 0.546
H 2.881 -3.684 -0.817
H 3.009 -4.529 0.539
H 2.116 -2.644 1.792
H 1.489 -2.001 0.523
H 3.224 -0.391 -0.355
H 4.102 -1.719 -1.261
H 5.283 0.199 -1.076
H 6.179 -0.531 0.310
H 4.134 1.507 0.403
H 5.557 1.795 1.000
H 4.451 1.292 3.022
H 5.412 0.163 2.623
H 2.600 -0.066 1.989
H 3.510 -1.183 3.113
H 4.383 -3.029 2.296
H 5.884 -2.333 1.689
H 4.996 -3.327 0.652
C -0.418 -0.283 0.862
O 0.520 0.569 0.168
H -1.239 0.455 1.448
H 0.184 -0.978 1.584
H -1.096 -0.736 0.193
C -3.054 1.600 4.862
C -1.813 0.933 4.307
O -2.176 -0.435 4.224
C -1.196 -1.335 4.001
O 0.005 -1.011 4.205
C -1.609 -2.734 3.986
F -1.221 -3.339 5.166
F -3.063 -2.814 3.902
F -1.028 -3.375 2.889
H -2.834 2.634 4.549
H -2.979 1.607 5.907
H -4.025 1.300 4.261
H -0.963 0.962 4.923
H -1.525 1.191 3.197
C 1.152 4.430 -1.649
C 2.072 3.323 -1.970
O 2.200 3.119 -3.397
C 3.200 2.282 -3.909
O 3.700 1.327 -3.318
C 3.279 2.316 -5.415
F 4.339 3.076 -5.691
F 3.543 1.113 -6.032
F 2.215 2.812 -6.128
H 0.951 4.333 -0.497
H 0.179 4.445 -2.182
H 1.604 5.417 -1.905
H 1.617 2.421 -1.678
H 3.156 3.510 -1.731
C -0.406 -0.625 -3.812
C 0.954 -1.430 -3.547
O 1.593 -1.844 -4.708
C 2.754 -2.583 -4.540
O 3.354 -2.721 -3.525
C 3.284 -3.138 -5.767
F 3.445 -4.497 -5.669
F 2.428 -2.854 -6.892
F 4.490 -2.712 -6.090
H -0.926 -1.087 -4.656
H -0.265 0.244 -4.141
H -0.869 -0.422 -2.740
H 0.930 -2.152 -2.928
H 1.747 -0.868 -3.007
C -4.510 0.325 1.439
C -5.232 -0.759 2.239
O -6.625 -0.755 2.100
C -7.228 -1.154 0.887
O -6.631 -1.666 -0.149
C -8.740 -1.173 0.966
F -9.099 -2.434 1.171
F -9.230 -0.464 2.031
F -9.325 -0.750 -0.145
H -4.667 0.272 0.376
H -3.556 -0.046 1.525
H -4.740 1.386 1.739
H -5.121 -0.616 3.298
H -4.893 -1.712 1.755
C -2.479 1.791 -1.578
C -2.171 2.717 -0.360
O -3.319 3.403 0.003
C -3.351 4.262 1.055
O -2.307 4.515 1.745
C -4.663 4.830 1.339
F -5.631 3.874 1.253
F -4.748 5.423 2.532
F -4.979 5.714 0.365
H -3.366 1.111 -1.421
H -1.518 1.377 -1.828
H -2.930 2.259 -2.393
H -1.370 3.427 -0.511
H -1.701 2.156 0.426
```

C3H4MgO5 | ωB97M-V with the def2-TZVPD basis set

Its multiplicity is 2. For the gap between HOMO and LUMO (spin up / spin down), the calculation gives 9.2 / 5.7 eV. For the energy relative to the best compared isomer or geometry (same formula, charge and spin), the calculation gives 0.0 kJ/mol. The LUMO energy (spin up / spin down) comes out at -4.2855 / -7.7860 eV. The total charge is +1.

```
13
C3H4MgO5, DFT ωB97M-V with the def2-TZVPD basis set
C 0.215 -2.486 -0.205
C 0.042 -1.932 1.086
O -0.162 -0.692 1.485
C 0.011 0.485 0.799
O -0.108 1.522 1.452
O 0.087 0.484 -0.458
O 0.309 -1.878 -1.316
H 0.347 -3.571 -0.232
H 0.092 -2.624 1.927
H 0.248 -0.871 -1.181
O -0.109 4.202 -1.344
H -0.850 4.756 -1.584
Mg -0.122 2.606 -0.429
```

C3H8N4 | ωB97M-V with the def2-TZVPD basis set

For the gap between HOMO and LUMO, the calculation gives 10.0 eV. For the energy relative to the best compared isomer or geometry (same formula, charge and spin), the calculation gives 499.5 kJ/mol. The LUMO energy comes out at 0.9980 eV. The total charge is 0.

```
15
C3H8N4, DFT ωB97M-V with the def2-TZVPD basis set
C 0.742 -1.647 -0.790
C 1.480 -0.090 0.718
C -0.997 1.719 -0.387
N -2.411 -1.257 0.727
N -2.002 -0.214 0.580
N 0.627 -0.508 -0.328
N -1.326 0.759 0.595
H 0.151 -2.062 -1.538
H 1.415 -2.498 -0.546
H 2.086 0.575 0.248
H 0.699 0.410 1.472
H 1.960 -1.055 1.129
H -1.478 1.516 -1.317
H -1.142 2.731 -0.104
H 0.196 1.622 -0.458
```